Record 1
The following is a quantum chemistry calculation of a molecular structure, C19H27O21Pb in a non-equilibrium geometry, from the OMol25 dataset.

```
! RIJCOSX wB97M-V def2-TZVPD def2/J DEFGRID3
* xyz -1 1
H -1.1626 -15.9190 -23.0781
C -0.2881 -16.8535 -20.1209
O -1.7507 -14.1088 -14.8745
H -2.6797 -10.5313 -21.0691
C -0.0709 -16.9814 -13.9321
H 0.6106 -12.1989 -21.9314
H -6.7441 -16.1138 -13.7788
H 0.9434 -22.0200 -16.5666
O 1.8356 -13.3040 -17.1354
O -4.6595 -16.6366 -17.2761
H -1.5806 -22.5432 -18.0817
H -1.5693 -20.9618 -18.9288
H -0.0739 -10.9025 -20.8541
H -2.3341 -14.2344 -14.1019
C -5.1009 -16.6793 -15.0250
H -2.8314 -21.3212 -17.7109
O -1.1742 -17.2038 -14.7131
C -5.7725 -16.7398 -16.3849
O 0.1059 -12.7885 -20.0550
H -1.4791 -13.1371 -22.3520
O 3.6075 -13.5191 -18.4758
C -1.2881 -16.9957 -23.1933
O -0.4566 -16.4657 -19.0260
O 0.8177 -16.5114 -20.8711
H 2.6104 -15.5677 -18.8660
O -1.2770 -12.7511 -13.1566
H -0.4963 -18.8395 -22.5289
C 0.9237 -17.3855 -21.9886
H 1.5728 -18.2019 -21.6691
Pb -0.1388 -15.2893 -16.6061
C -1.7955 -21.4768 -17.9985
C -2.4835 -11.1953 -21.9072
H -0.9256 -17.2314 -24.1978
C -1.5564 -12.3640 -21.5847
O 0.0041 -12.7463 -15.0141
O 0.6966 -16.0357 -14.2597
C -0.5428 -17.8137 -22.1611
O -2.5180 -15.9804 -17.1520
H -2.3396 -17.2807 -23.2404
H 1.3064 -16.8732 -22.8673
H -6.4191 -15.8759 -16.5553
O -0.7467 -19.4979 -17.2252
C 0.6703 -21.2578 -17.3056
O -2.0596 -13.0045 -20.4008
C -0.7803 -20.9128 -16.9636
O 1.3589 -20.0575 -16.9999
O -3.8581 -16.0537 -15.3384
O 2.1299 -15.2656 -18.0808
H -1.5152 -17.9938 -14.2530
H -6.2503 -17.6727 -16.6768
C -5.7566 -15.7126 -14.0169
H -2.1035 -10.6468 -22.7701
C -0.9846 -13.0764 -14.3430
C -3.5559 -16.2086 -16.6266
O 0.7404 -17.8814 -16.8089
C 2.5453 -13.9167 -17.9563
H -5.7670 -14.6948 -14.3983
O 0.0746 -17.7167 -12.9278
H -4.9420 -17.6407 -14.5344
H -5.1787 -15.7180 -13.0936
O -1.1412 -13.7912 -18.5176
C -0.1361 -11.9371 -21.1874
C -1.0160 -13.2600 -19.5809
H -3.4469 -11.6236 -22.1919
H -0.9816 -21.1158 -15.9139
O -1.0737 -17.6362 -20.8585
C 0.4822 -19.0324 -16.9077
H 0.9235 -21.7443 -18.2473
*
```

Calculated values
Orbital gap ... 5.92 eV
Energy above the lowest of the compared OMol25 structures with the same formula, charge and spin ... 30.1 kcal/mol
M ... 798.604 g mol⁻¹
HOMO energy ... -0.157 Ha
F_max ... 0.068 Eh/bohr

***

Record 2
The following is a quantum chemistry calculation of a molecular structure, C19H28AsMoN2O9 in a non-equilibrium geometry, from the OMol25 dataset.

```
! RIJCOSX wB97M-V def2-TZVPD def2/J DEFGRID3
* xyz 1 3
C -3.7564 -0.8198 -0.8796
C 3.5179 -0.6139 -3.5945
O 6.1513 -0.0774 -3.8519
H 1.1529 -2.8439 2.1955
H -3.9260 -1.6686 -1.5397
C 3.0649 -0.6418 2.9152
C -0.0845 -1.8503 4.5484
C 2.1251 0.1395 2.0072
H -1.3794 -0.2963 3.7581
H 2.0295 1.1770 2.3322
C -3.4354 0.4101 -1.7081
C -1.5837 3.5543 -0.8284
H 0.1918 0.2865 4.2561
O -0.5483 0.2415 -1.2685
C -2.5777 2.7264 -1.6429
Mo -1.3237 0.9671 0.3259
H -2.8878 -1.6059 0.7345
H 0.3637 -2.3066 -0.7337
N -3.0428 1.5602 -0.8419
C 4.1170 0.4166 -2.8944
H -3.9520 2.9889 0.3981
O 6.0680 1.5530 -2.4443
H -2.5723 0.1644 -2.3251
C -3.9285 1.1542 1.4223
N 5.5662 0.6579 -3.0884
O -4.8262 0.7144 2.0714
H -0.4636 -1.7447 5.5649
O -2.6313 1.0305 1.7625
H 4.1065 -1.2174 -4.2692
H -3.4027 3.3378 -2.0053
H -4.2576 0.7050 -2.3629
H 2.7155 -0.6469 3.9472
H -0.4644 -2.8979 1.5209
O -1.3592 4.7030 -0.9898
C 1.0791 -2.6123 0.0298
C -0.3199 -0.5538 3.7814
H 0.9721 -2.1066 4.6157
H 1.6526 -1.6242 -3.9374
O -0.6375 -1.0581 -3.0558
H -2.0166 2.3492 -2.5003
H -0.6077 -2.6908 4.0942
O -2.5923 -1.1137 -0.0433
C 0.0040 -0.3402 -2.3317
H 1.5129 1.6323 -1.1561
H 3.9412 2.0367 -1.5141
H 4.0545 -0.1851 2.9079
H 2.4919 0.1634 0.9783
H 2.0067 -2.0570 -0.1180
H -4.6313 -0.6986 -0.2403
H 1.3008 -3.6673 -0.1323
C 3.4249 1.2352 -2.0208
H -5.0896 1.8085 -0.2796
C 2.1653 -0.8356 -3.4046
C 1.4483 -0.0388 -2.5160
O -0.9012 2.7949 0.1033
H 3.1811 -1.6753 2.5869
C 0.5097 -2.4129 1.4280
As 0.2999 -0.5412 1.9262
C 2.0740 0.9959 -1.8280
C -4.0896 1.9382 0.1351
*
```

Calculated values
Orbital gap (spin up / spin down) ... 7.98 / 8.49 eV
Energy above the lowest of the compared OMol25 structures with the same formula, charge and spin ... 22.9 kcal/mol
M ... 599.300 g mol⁻¹
HOMO energy (spin up / spin down) ... -0.461 / -0.472 Ha
F_max ... 0.026 Eh/bohr

***

Record 3
The following is a quantum chemistry calculation of a molecular structure, C19H28B2BeF8N2O3 in a non-equilibrium geometry, from the OMol25 dataset.

```
! RIJCOSX wB97M-V def2-TZVPD def2/J DEFGRID3
* xyz 0 1
H 21.3262 -1.2672 8.0147
C 15.7974 -2.4482 3.9398
H 14.3891 -7.3428 7.4872
H 16.7857 -6.9056 7.6267
C 21.5987 -4.7985 7.9574
O 17.4586 -3.4347 5.3182
H 18.8236 -10.1104 4.9969
F 17.2588 -5.6153 9.7197
F 21.0935 -5.4476 4.1135
H 14.5202 -5.9157 3.4562
C 19.4551 -8.8153 6.4994
C 16.7166 -2.4996 5.1429
C 20.2512 -1.2413 7.7918
H 19.7447 -1.9278 8.4671
C 22.5804 -5.1910 8.8491
C 22.1417 -6.3797 6.4718
H 20.9964 0.2401 5.6258
N 17.0255 -6.2980 5.6637
B 19.9171 -5.3898 3.3494
N 21.2848 -5.4146 6.8148
F 19.0684 -6.1134 8.2974
O 20.0761 -2.8337 6.0814
H 18.3750 -10.8119 6.4849
C 20.5363 -0.6730 5.2561
F 20.2165 -5.3981 1.9967
C 14.9230 -6.9286 6.6444
F 19.2740 -4.1951 3.7517
C 23.1537 -6.8654 7.2727
F 19.0314 -6.4185 3.6622
H 17.5184 -9.3235 5.8782
H 24.1021 -6.6257 9.2300
H 14.9242 -3.0557 4.1768
H 16.9808 -0.5848 5.9191
H 20.1885 -8.8344 8.4084
H 21.2489 -1.2505 4.6637
C 23.3250 -6.3201 8.5416
O 19.4171 -7.6751 6.1088
H 21.5392 -8.9921 7.2094
H 19.9248 -0.2115 7.9360
H 15.3794 -1.4095 6.3990
C 14.2548 -6.5846 5.4898
C 20.2109 -1.6601 6.3564
Be 19.2435 -5.1093 5.8449
C 16.4529 -1.4898 6.2361
C 16.3795 -6.0882 4.5066
H 20.4444 -10.3686 7.5692
F 17.8273 -4.2778 7.8915
B 18.2822 -5.1461 8.9164
H 13.1858 -6.6357 5.3259
C 16.3067 -6.7873 6.6596
H 15.5699 -1.4326 3.6218
C 15.0026 -6.1212 4.4015
F 19.1500 -4.3238 9.6916
H 22.6816 -4.7091 9.8099
H 19.6876 -0.4487 4.6124
H 20.9764 -3.9462 8.1969
C 20.5315 -9.2875 7.4731
H 16.3093 -2.9250 3.1018
H 21.9836 -6.9258 5.5508
H 23.9262 -7.5261 6.9034
H 16.8855 -1.7738 7.1953
H 16.9649 -5.8295 3.6373
C 18.4679 -9.8442 6.0000
*
```

Calculated values
Orbital gap ... 9.70 eV
Energy above the lowest of the compared OMol25 structures with the same formula, charge and spin ... 6.7 kcal/mol
M ... 515.064 g mol⁻¹
HOMO energy ... -0.350 Ha
F_max ... 0.043 Eh/bohr

***

Record 4
The following is a quantum chemistry calculation of a molecular structure, C19H28Be2ClF9NNaO13S2 in a non-equilibrium geometry, from the OMol25 dataset.

```
! RIJCOSX wB97M-V def2-TZVPD def2/J DEFGRID3
* xyz 0 1
H -0.0005 -2.9382 2.3122
H 1.7111 -0.0671 2.4598
C -4.3854 -3.6388 2.0643
H -3.2310 0.0601 4.4280
C -1.9701 -1.7895 -9.1178
O -5.3323 -4.2972 2.4908
O 3.0458 2.6318 -2.7425
H -1.6271 0.6337 4.7513
C -3.0061 -0.0755 0.3970
H 3.9226 -3.9408 2.7631
H 2.2050 -1.7902 2.3416
C -0.6435 2.5148 -7.0634
H 5.4786 1.5084 0.0905
C -1.7914 -2.1969 3.2212
O 0.4830 -2.0348 -8.2537
H -1.8681 -3.2651 3.4408
C 0.5969 -1.4395 3.6813
F -2.7893 -0.9789 -9.7872
C -3.0821 -0.3574 1.9166
H -3.3690 0.9454 0.2170
H 2.6256 -1.1276 5.0273
O 3.8772 3.9470 -4.5071
C -2.1674 0.6359 2.6388
C 3.4350 4.3345 0.4088
H -3.6466 -0.8162 -0.0947
C 2.7901 2.5713 1.9777
C -2.7969 -1.8700 2.1534
H 4.8562 -3.4038 1.6891
O 2.0074 2.1705 2.8182
H 3.9730 0.7276 1.9224
S -0.2654 -1.0944 -9.0330
C 3.8866 1.7096 1.4750
F -1.2787 1.9464 -6.0272
S 0.4740 1.3049 -7.8809
Be -8.9151 -1.9630 3.8848
O -4.1042 -2.4656 2.5424
C 4.6885 2.1246 0.4995
F -1.9427 -2.9672 -9.7351
H -1.9807 -0.1842 0.0440
O 0.1333 -0.9083 -10.3943
H 1.8198 4.5188 1.7648
F 2.4414 -1.9344 6.8667
H 3.3276 5.3014 -0.0653
H -0.4211 -1.3095 1.7792
F 1.9309 -2.0370 8.1176
H 0.8068 -2.2322 4.4034
H -1.9488 -1.7004 4.1733
F 0.2399 -0.7810 8.3448
H -2.9268 1.7965 4.3428
N -0.6507 0.2468 -8.2633
O 1.0497 1.9989 -8.9926
H -2.4966 -2.3431 1.2152
Be -7.3539 -3.7698 2.8666
C 2.6340 3.9164 1.3820
C -0.3771 -1.9708 2.6470
H -2.3593 1.6085 2.1779
C 1.8822 -0.9905 3.0062
H 3.8760 -1.3340 3.8141
F 0.0435 3.5487 -6.6146
H 0.1919 -0.6181 4.2769
O 4.0111 -3.2327 2.1172
F -2.4811 -1.9661 -7.8933
O 1.6666 3.1661 -4.5652
H -4.1075 -0.1553 2.2272
Na -4.2001 -0.2105 -1.6332
C 4.5212 3.4684 -0.1100
O 5.2360 3.8358 -1.0121
C -2.5035 0.8195 4.1381
C 2.9762 -0.7738 4.0619
O 1.3736 0.8615 -6.8576
Cl 2.7252 3.6492 -3.6995
H 3.2628 0.2702 4.1640
H -3.7684 -4.0590 1.2616
F -1.5798 2.9585 -7.9088
O 2.2716 4.8390 -3.0269
H -1.1095 0.4579 2.4737
*
```

Calculated values
Orbital gap ... 0.97 eV
M ... 790.010 g mol⁻¹
HOMO energy ... -0.289 Ha
F_max ... 0.038 Eh/bohr